(1)
A molecular structure, C13H21FN2O6Pd at a distorted geometry. Source: OMol25; level of theory: ωB97M-V/def2-TZVPD.

Structure (ORCA input):
```
! RIJCOSX wB97M-V def2-TZVPD def2/J DEFGRID3
* xyz -2 1
Pd -0.0350 -0.0741 -0.1043
F -2.3617 2.5164 -5.8851
O 3.7411 0.2177 1.2904
O -2.9882 -1.4455 1.3203
O -4.9394 -2.3496 1.5902
O 1.0499 -0.0653 3.7343
O -3.3100 -3.4917 0.7297
O 1.4493 -3.1673 -0.5605
N -0.4847 -2.8123 0.5930
N -3.7456 -2.4288 1.2516
C -1.8556 2.3803 -4.6086
C -0.8239 2.1075 -1.9972
C -2.2087 2.0323 -2.2744
C 0.2519 -3.3627 -0.3964
C -0.5233 -4.3417 -1.2592
C 2.0328 0.5812 2.9452
C 2.7338 -0.4297 2.0525
C -0.2961 1.9882 -0.6510
C 3.5518 0.0828 -0.1115
C -0.4942 2.4621 -4.4056
C 0.0060 2.3297 -3.1191
C -2.7203 2.1641 -3.5535
C -0.2758 0.1208 3.2504
H 2.7587 1.0485 3.6201
H -1.0063 2.2885 0.1229
H 0.1664 2.6231 -5.2501
H 1.0787 2.3725 -2.9639
H -0.3244 0.1069 2.1447
H -0.8116 -5.2080 -0.6614
H 0.6739 2.4751 -0.5269
H 3.8478 -0.9151 -0.4545
H 1.9910 -0.8977 1.3965
H -0.1538 -1.9664 1.0483
H -0.8929 -0.6851 3.6444
H 1.5891 1.3573 2.3132
H -3.7857 2.0896 -3.7383
H 0.1057 -4.6575 -2.0878
H -1.5033 -2.8767 0.5610
H 2.5009 0.2476 -0.3868
H -1.4399 -3.8811 -1.6269
H -0.6788 1.0839 3.5895
H -2.8841 1.8263 -1.4521
H 3.1909 -1.2121 2.6692
H 4.1791 0.8347 -0.5940
*
```

The value obtained for the HOMO energy is 0.22 eV. The calculation puts the frontier orbital gap at 5.02 eV. The total energy is -35279.773 eV. The energy above the lowest of the compared OMol25 structures with the same formula, charge and spin is 15.7 kcal per mole.

Atomic partial charges in e from the Mulliken method, atoms 1 to 5: number 1, Pd, carries -0.176; number 2, F, carries -0.375; number 3, O, carries -0.403; number 4, O, carries -0.623; number 5, O, carries -0.728

(2)
A molecular structure, C13H21LuNS. Source: OMol25; level of theory: ωB97M-V/def2-TZVPD.

Structure (ORCA input):
```
! RIJCOSX wB97M-V def2-TZVPD def2/J DEFGRID3
* xyz 3 1
Lu -0.1483 0.2216 1.5124
S 2.4507 0.0192 2.4416
N -0.2570 0.1014 -0.7511
C -1.6845 1.4472 3.3086
C -2.6144 1.1979 2.2779
C -1.7227 0.5723 -3.8161
C -2.9191 -0.1244 1.9088
C -2.2865 -1.2007 2.5577
C -0.3246 0.1168 -3.3393
C -0.2921 0.1084 -1.9117
C 3.7575 0.9615 1.5819
C -1.0680 0.3688 3.9759
C 2.7695 -1.7093 1.9001
C -1.3612 -0.9554 3.5926
C -0.0081 -1.3199 -3.8277
C 0.7703 1.1085 -3.8156
H 3.5187 -2.1318 2.5658
H 1.8537 -2.2984 1.9761
H -1.9495 1.5849 -3.4833
H -3.2152 2.0127 1.8892
H -0.0314 -1.3080 -4.9166
H 0.7497 1.1168 -4.9046
H 4.6583 0.8662 2.1844
H -3.7470 -0.3159 1.2360
H -1.0301 -1.7780 4.2174
H -1.7167 0.5684 -4.9050
H 3.9163 0.5507 0.5888
H 3.4657 2.0073 1.5269
H 0.5775 2.1224 -3.4662
H -2.6498 -2.2090 2.3921
H -0.7496 -2.0385 -3.4803
H 3.1405 -1.7103 0.8787
H -1.5955 2.4492 3.7148
H 1.7637 0.7915 -3.4990
H -0.5017 0.5518 4.8825
H -2.5049 -0.1076 -3.4800
H 0.9856 -1.6387 -3.5138
*
```

The value obtained for the HOMO energy is -20.35 eV. The calculation puts the frontier orbital gap at 8.09 eV. The total energy is -59740.010 eV. The energy above the lowest of the compared OMol25 structures with the same formula, charge and spin is 7.8 kcal per mole.

Atomic partial charges in e from the Mulliken method, atoms 1 to 5: number 1, Lu, carries 1.745; number 2, S, carries -0.034; number 3, N, carries -0.672; number 4, C, carries -0.505; number 5, C, carries -0.376

(3)
A gas-phase ion, C13H21N2 (charge +1) at a distorted geometry. Source: OMol25; level of theory: ωB97M-V/def2-TZVPD.

Structure (ORCA input):
```
! RIJCOSX wB97M-V def2-TZVPD def2/J DEFGRID3
* xyz 1 1
N -0.4870 -1.1872 0.3285
N 0.4323 0.7400 1.5042
C -1.9421 0.6433 -0.8321
C 1.1422 0.3138 -1.3296
C -0.0556 -0.4880 1.3849
C 0.6674 -2.1698 -1.7311
C -0.0133 -1.3621 2.5947
C -2.2910 -1.7529 -1.2728
C -1.3423 -0.7172 -0.8853
C 0.3770 1.7948 0.4121
C -0.3645 3.0537 0.8231
C 2.3319 0.1951 -2.1820
C 1.2119 1.2709 2.5803
C 1.0596 1.5196 -0.6869
C 0.1962 -0.8208 -1.0542
H 3.0586 1.0467 -2.1470
H -0.6427 3.5295 -0.1677
H -1.8107 -2.7547 -1.0593
H 0.9627 -1.6522 2.8314
H 1.6803 -2.3596 -1.7393
H 0.5689 1.5824 3.3507
H 1.8491 0.5141 3.0491
H -3.2986 -1.7523 -0.7367
H -1.3542 2.9444 1.3538
H 2.9936 -0.6229 -2.0332
H -2.3122 -1.8341 -2.3227
H -0.3674 -0.9563 3.4639
H 1.8112 2.0094 2.2807
H -0.5767 -2.2784 2.3937
H -2.1502 1.0292 0.2149
H 2.0588 -0.0948 -3.2184
H -2.8624 0.6197 -1.4540
H 0.3105 3.7992 1.4947
H 0.2998 -3.0896 -1.2367
H -1.1519 1.3689 -1.3568
H 0.0107 -2.0818 -2.6147
*
```

The value obtained for the HOMO energy (spin up / spin down) is -12.57 / -12.58 eV. The calculation puts the frontier orbital gap (spin up / spin down) at 8.58 / 8.58 eV. The structure (SMILES) is CC1=C=C(C)[C@@]2(C)[N+](=C(C)N1C)C2(C)C. The total energy is -16789.550 eV. The energy above the lowest of the compared OMol25 structures with the same formula, charge and spin is 168.3 kcal per mole.

Atomic partial charges in e from the Mulliken method, atoms 1 to 5: number 1, N, carries -0.362; number 2, N, carries 0.448; number 3, C, carries -1.171; number 4, C, carries 0.904; number 5, C, carries 1.034

Copy entry 3 word for word.
A gas-phase ion, C13H21N2 (charge +1) at a distorted geometry. Source: OMol25; level of theory: ωB97M-V/def2-TZVPD.

Structure (ORCA input):
```
! RIJCOSX wB97M-V def2-TZVPD def2/J DEFGRID3
* xyz 1 1
N -0.4870 -1.1872 0.3285
N 0.4323 0.7400 1.5042
C -1.9421 0.6433 -0.8321
C 1.1422 0.3138 -1.3296
C -0.0556 -0.4880 1.3849
C 0.6674 -2.1698 -1.7311
C -0.0133 -1.3621 2.5947
C -2.2910 -1.7529 -1.2728
C -1.3423 -0.7172 -0.8853
C 0.3770 1.7948 0.4121
C -0.3645 3.0537 0.8231
C 2.3319 0.1951 -2.1820
C 1.2119 1.2709 2.5803
C 1.0596 1.5196 -0.6869
C 0.1962 -0.8208 -1.0542
H 3.0586 1.0467 -2.1470
H -0.6427 3.5295 -0.1677
H -1.8107 -2.7547 -1.0593
H 0.9627 -1.6522 2.8314
H 1.6803 -2.3596 -1.7393
H 0.5689 1.5824 3.3507
H 1.8491 0.5141 3.0491
H -3.2986 -1.7523 -0.7367
H -1.3542 2.9444 1.3538
H 2.9936 -0.6229 -2.0332
H -2.3122 -1.8341 -2.3227
H -0.3674 -0.9563 3.4639
H 1.8112 2.0094 2.2807
H -0.5767 -2.2784 2.3937
H -2.1502 1.0292 0.2149
H 2.0588 -0.0948 -3.2184
H -2.8624 0.6197 -1.4540
H 0.3105 3.7992 1.4947
H 0.2998 -3.0896 -1.2367
H -1.1519 1.3689 -1.3568
H 0.0107 -2.0818 -2.6147
*
```

The value obtained for the HOMO energy (spin up / spin down) is -12.57 / -12.58 eV. The calculation puts the frontier orbital gap (spin up / spin down) at 8.58 / 8.58 eV. The structure (SMILES) is CC1=C=C(C)[C@@]2(C)[N+](=C(C)N1C)C2(C)C. The total energy is -16789.550 eV. The energy above the lowest of the compared OMol25 structures with the same formula, charge and spin is 168.3 kcal per mole.

Atomic partial charges in e from the Mulliken method, atoms 1 to 5: number 1, N, carries -0.362; number 2, N, carries 0.448; number 3, C, carries -1.171; number 4, C, carries 0.904; number 5, C, carries 1.034

- What is the total energy in the third record?
  -16789.550 eV